# 1
The following is a quantum chemistry calculation of the ion C3H8N3O with charge +1 in a non-equilibrium geometry, from the OMol25 dataset.

Output
lowest unoccupied orbital energy: -0.150 Ha
E: -358.24248 hartree
gap between HOMO and LUMO: 9.9 eV
SMILES: C[C@@]1(N)[NH+]=CNO1
ΔE to the lowest compared entry with this formula, charge and spin: 96.61 kcal per mole

```
! wB97M-V def2-TZVPD RIJCOSX def2/J DEFGRID3
* xyz 1 1
C 1.61596 -1.48328 -0.03594
C 0.02302 0.13354 0.09114
C -0.51777 0.93213 -1.02160
N 2.19298 -0.39088 0.44707
N 0.33816 -1.23891 -0.31452
N -0.99011 0.02477 1.61765
O 1.32701 0.70610 0.43238
H 2.01666 -2.48777 -0.12958
H 0.12916 0.57479 -1.85125
H 0.01784 1.89856 -0.86699
H -1.56151 0.89543 -1.00322
H 3.08363 0.04820 0.77738
H -0.41325 -1.93162 -0.49392
H -0.29068 0.20602 2.37790
H -1.64188 0.81167 1.52885
*
```

Atom charges from the Löwdin analysis, given in e for atoms 1 to 6:
1. C 0.00
2. C -0.39
3. C 0.02
4. N 0.12
5. N 0.14
6. N 0.09

# 2
The following is a quantum chemistry calculation of a cluster of 2 separate species, CH2NO3S in total in a non-equilibrium geometry, from the OMol25 dataset.

Output
lowest unoccupied orbital energy: 0.135 Ha
E: -717.96628 hartree
gap between HOMO and LUMO: 5.6 eV
ΔE to the lowest compared entry with this formula, charge and spin: 47.15 kcal per mole

```
! wB97M-V def2-TZVPD RIJCOSX def2/J DEFGRID3
* xyz -1 1
C 0.80588 -1.35773 -0.22609
N 0.21939 -1.41097 -1.30368
O -0.87215 0.80722 1.37500
O 1.58682 -1.75641 0.55668
O -1.05737 2.64196 -0.49599
S -0.28419 1.35673 -0.18495
H -0.24301 -0.53696 -1.55357
H -0.15538 0.25614 1.83261
*
```

Atom charges from the Löwdin analysis, given in e for atoms 1 to 6:
1. C -0.50
2. N 0.12
3. O -0.52
4. O 0.09
5. O -0.78
6. S 0.59

# 3
The following is a quantum chemistry calculation of a structure of composition C29H39Cl2O2P3V in a non-equilibrium geometry, from the OMol25 dataset.

Output
lowest unoccupied orbital energy (spin up / spin down): -0.210 / -0.343 Ha
<S²>: 0.76
E: -4166.78104 hartree
gap between HOMO and LUMO (spin up / spin down): 7.5 / 3.9 eV

```
! wB97M-V def2-TZVPD RIJCOSX def2/J DEFGRID3
* xyz 2 2
P 1.22440 1.66170 -6.03580
C 2.90760 1.87440 -6.74730
C 3.35270 1.23610 -7.90260
H 2.69220 0.56640 -8.43490
C 4.63880 1.45600 -8.37640
H 4.97200 0.95150 -9.27400
C 5.49260 2.32180 -7.70840
H 6.49420 2.49300 -8.08050
C 5.05740 2.96300 -6.55590
H 5.71930 3.63480 -6.02530
C 3.77880 2.73240 -6.07370
H 3.44880 3.22330 -5.16610
C 0.57450 0.26260 -7.03850
C 0.88980 -1.02800 -6.60930
H 1.48170 -1.16240 -5.71200
C 0.45540 -2.13510 -7.32050
H 0.71210 -3.12920 -6.97820
C -0.31990 -1.96970 -8.46080
H -0.66850 -2.83370 -9.01130
C -0.65030 -0.69140 -8.88680
H -1.25540 -0.55510 -9.77360
C -0.20270 0.41890 -8.18390
H -0.45790 1.41110 -8.52820
C 0.32970 3.08990 -6.77380
C 0.84580 3.89350 -7.78790
H 1.83070 3.69080 -8.18410
C 0.10270 4.95120 -8.29350
H 0.51680 5.56890 -9.07980
C -1.16690 5.21400 -7.79960
H -1.74510 6.03830 -8.19650
C -1.69000 4.41770 -6.78920
H -2.67700 4.62020 -6.39440
C -0.94290 3.37060 -6.27330
H -1.34880 2.76130 -5.47490
V 0.00000 0.00000 0.00000
C -1.77510 -0.91420 -0.43560
C -2.26880 -1.00360 -1.69790
H -2.33320 -1.34550 0.39040
C -1.40560 -0.39700 -2.77020
O -2.15050 0.57680 -3.50840
H -1.59390 0.91070 -4.22410
C -0.26490 0.16610 -2.01260
H -1.02540 -1.16600 -3.45700
C 0.79440 0.81420 -1.72160
Cl -0.54800 -0.63570 2.27150
Cl 2.13010 0.96200 0.92450
P 1.29180 -2.05190 -0.08560
C 2.16310 -2.46820 1.45100
H 1.43990 -2.63940 2.24110
H 2.78570 -1.62640 1.73470
H 2.77200 -3.35760 1.30430
C 0.32100 -3.54810 -0.48090
H -0.18140 -3.42020 -1.43630
H -0.43250 -3.68580 0.29030
H 0.95280 -4.43240 -0.52290
C 2.59900 -1.97930 -1.35580
H 3.24070 -1.13210 -1.12990
H 2.16000 -1.83420 -2.33910
H 3.19100 -2.89140 -1.35820
P -3.83590 -1.69430 -2.11320
C -4.50540 -2.62450 -0.71690
C -3.68960 -2.81120 -3.53000
H -4.67130 -1.96520 0.12970
H -3.81340 -3.40870 -0.42500
H -5.45480 -3.07040 -1.00230
H -3.31520 -2.25880 -4.38730
H -4.66140 -3.22850 -3.78090
H -3.00360 -3.62020 -3.29580
C -5.05710 -0.43510 -2.56520
H -5.22350 0.22340 -1.71730
H -5.99880 -0.89800 -2.85110
H -4.66700 0.14960 -3.39190
H 1.64230 1.42200 -1.96990
O -1.32190 1.46810 -0.11400
H -0.78700 2.30200 -0.09950
H -1.78940 1.47900 0.75950
*
```

Atom charges from the Löwdin analysis, given in e for atoms 1 to 6:
1. P 1.26
2. C -0.37
3. C -0.06
4. H 0.11
5. C -0.04
6. H 0.12

# 4
The following is a quantum chemistry calculation of a cluster of 2 separate species, C10H15N3O in total in a non-equilibrium geometry, from the OMol25 dataset.

Output
lowest unoccupied orbital energy: -0.053 Ha
E: -629.37285 hartree
gap between HOMO and LUMO: 6.0 eV
ΔE to the lowest compared entry with this formula, charge and spin: 97.76 kcal per mole

```
! wB97M-V def2-TZVPD RIJCOSX def2/J DEFGRID3
* xyz 0 1
C -3.29991 2.03613 0.47781
C -2.21778 -1.50694 -0.99943
C -0.44643 -0.71483 0.18650
C -2.13869 -1.76258 1.40790
C -0.53090 -3.13448 -0.08053
C 0.98604 1.77405 0.88714
C 2.32782 0.66849 -0.91612
C 0.05749 2.19569 -1.46071
C -1.37873 -1.84002 0.16328
C 0.94938 1.19555 -0.52626
N -2.66061 1.05110 0.38310
N -2.89777 -1.22713 -1.87472
N 0.25257 0.03895 -0.39623
O -4.03322 2.93946 0.60912
H -1.59184 -2.03722 2.36160
H -3.03311 -2.51172 1.39753
H -2.59769 -0.83534 1.62586
H -1.10334 -3.87098 0.35048
H 0.41011 -3.09474 0.31731
H -0.57632 -3.20338 -1.15249
H 1.26867 2.78397 0.81146
H 0.02180 1.62579 1.20254
H 1.67976 1.28143 1.49526
H 2.34237 0.25362 -1.94479
H 2.38928 -0.07175 -0.10167
H 3.03353 1.56287 -0.72298
H -0.99115 2.06318 -1.43484
H 0.27638 3.19266 -1.20060
H 0.36642 1.96396 -2.52714
*
```

Atom charges from the Löwdin analysis, given in e for atoms 1 to 6:
1. C -0.65
2. C -0.20
3. C 0.14
4. C -0.07
5. C 0.05
6. C 0.00

# 5
The following is a quantum chemistry calculation of a cluster of 11 separate species, C36H64B2ClN11O6 in total in a non-equilibrium geometry, from the OMol25 dataset.

Output
lowest unoccupied orbital energy: 0.009 Ha
E: -2973.83848 hartree
gap between HOMO and LUMO: 8.5 eV
SMILES: CCB(O)[C@H](C[C@H](C)Cl)OC[C@@](N)(CCCCCOC(C)=O)CB(O)O.CC#N.CC#N.CC#N.CC#N.CC#N.CC#N.CC#N.CC#N.CC#N.CC#N

```
! wB97M-V def2-TZVPD RIJCOSX def2/J DEFGRID3
* xyz 0 1
C 5.42736 1.62855 0.84588
C 4.20259 1.82898 -0.07772
B 2.93257 1.05513 0.47659
O 2.68521 0.99244 1.83504
C 1.91607 0.38917 -0.57328
C 2.60955 -0.49566 -1.61548
C 3.73952 -1.35039 -1.08990
C 4.22332 -2.32867 -2.16480
Cl 3.19659 -2.34762 0.31161
O 1.30461 1.50764 -1.22511
C 0.00567 1.22013 -1.74100
C -0.89103 2.42497 -1.60639
N -0.30984 3.48174 -2.42404
C -2.27358 2.14978 -2.23974
C -3.04939 0.98262 -1.62698
C -4.58532 1.21098 -1.76264
C -5.30488 1.40415 -0.41335
C -6.51751 0.48682 -0.27932
O -7.64492 1.18498 -0.85792
C -8.80114 0.43204 -0.84041
C -9.50540 0.39317 0.48932
O -9.20382 -0.12101 -1.84797
C -1.11332 2.77317 -0.09989
B -0.08811 3.75682 0.57890
O 0.46770 3.37395 1.80932
O 0.27500 4.99309 0.09821
H 5.78428 0.61120 0.71912
H 5.15120 1.82091 1.87691
H 6.19443 2.33158 0.53736
H 3.93297 2.88820 -0.12254
H 4.43838 1.52644 -1.09374
H 2.86244 1.85877 2.21721
H 1.18107 -0.20323 -0.02587
H 1.87761 -1.13073 -2.11723
H 3.02064 0.16640 -2.37732
H 4.60279 -0.75890 -0.80889
H 3.51764 -3.14479 -2.26274
H 5.19022 -2.71549 -1.85394
H 4.38650 -1.81422 -3.10825
H 0.09345 1.02340 -2.81627
H -0.41471 0.32209 -1.29064
H -0.77300 4.36640 -2.27950
H 0.67513 3.60924 -2.23337
H -2.07851 1.94135 -3.29038
H -2.81555 3.09017 -2.17171
H -2.80317 0.08305 -2.17771
H -2.85329 0.86545 -0.56715
H -5.04480 0.39136 -2.30937
H -4.75185 2.10657 -2.35301
H -5.71864 2.40642 -0.35083
H -4.66170 1.21632 0.44355
H -6.74239 0.26224 0.76312
H -6.38239 -0.42172 -0.86388
H -8.94877 -0.23812 1.17742
H -9.59552 1.38506 0.91788
H -10.48677 -0.04200 0.34730
H -2.14840 3.07911 0.05766
H -1.01598 1.83658 0.45457
H 0.99122 2.57480 1.71163
H 1.23906 5.02927 0.10814
C -3.29819 -3.20885 -0.90304
C -2.19731 -2.30216 -0.61241
N -1.29259 -1.63007 -0.38337
H -3.07768 -4.18529 -0.48401
H -4.21834 -2.83049 -0.48070
H -3.41376 -3.30817 -1.97996
C 0.70700 -4.07448 -2.04213
C -0.53508 -4.81849 -2.22051
N -1.52672 -5.38393 -2.36268
H 0.48542 -3.01813 -1.89516
H 1.23803 -4.45127 -1.17337
H 1.33783 -4.19407 -2.92070
C 1.23509 -7.01943 1.19328
C 1.89659 -6.90074 -0.10412
N 2.40721 -6.80875 -1.13063
H 1.73750 -6.39327 1.92676
H 0.19667 -6.70376 1.11271
H 1.26940 -8.05080 1.52794
C 3.13306 7.80580 1.03451
C 3.37118 6.43795 0.59614
N 3.55906 5.35721 0.25137
H 3.69659 8.49692 0.41146
H 2.07147 8.03439 0.95421
H 3.45107 7.91604 2.06648
C 9.29545 1.58966 1.18828
C 8.78156 1.42782 -0.16662
N 8.36798 1.29964 -1.23103
H 9.61745 0.62620 1.57763
H 10.14102 2.27410 1.18278
H 8.51297 1.99122 1.82949
C -0.23438 5.50293 -6.15884
C -1.21094 5.36674 -5.08514
N -1.96899 5.25846 -4.22970
H -0.61949 6.17156 -6.92580
H 0.69330 5.90965 -5.76206
H -0.03592 4.52832 -6.59958
C -1.08752 -1.81944 3.32888
C -1.04396 -3.23780 2.98278
N -1.01565 -4.35392 2.70747
H -0.55864 -1.23816 2.57538
H -2.12174 -1.48429 3.37290
H -0.61956 -1.66313 4.29853
C 3.92962 6.31972 5.60363
C 4.64412 6.61450 4.36607
N 5.20495 6.84673 3.38996
H 4.41809 6.81830 6.43795
H 2.90263 6.67072 5.52824
H 3.92719 5.24636 5.77971
C -5.18756 -5.22422 2.51991
C -5.53592 -4.69909 1.20390
N -5.81025 -4.29175 0.16437
H -4.18281 -4.90199 2.79196
H -5.89624 -4.85983 3.26059
H -5.21781 -6.31127 2.50021
C -0.37831 -10.84190 2.48540
C -0.20770 -9.58395 3.20562
N -0.07354 -8.59075 3.76855
H 0.11313 -11.64622 3.02830
H -1.43744 -11.07009 2.38923
H 0.06027 -10.76112 1.49249
*
```

Atom charges from the Löwdin analysis, given in e for atoms 1 to 6:
1. C -0.10
2. C -0.13
3. B -0.45
4. O 0.13
5. C -0.26
6. C -0.18

# 6
The following is a quantum chemistry calculation of the molecule C3H8N2S in a non-equilibrium geometry, from the OMol25 dataset.

Output
lowest unoccupied orbital energy: 0.031 Ha
E: -626.80304 hartree
gap between HOMO and LUMO: 9.9 eV
SMILES: [H]/N=C(/N)SCC
ΔE to the lowest compared entry with this formula, charge and spin: 12.70 kcal per mole

```
! wB97M-V def2-TZVPD RIJCOSX def2/J DEFGRID3
* xyz 0 1
C -1.72298 0.33209 0.58663
C -1.28819 -0.53131 -0.60895
C 1.43118 -0.06565 -0.20087
H -2.10834 1.25325 0.21075
H -0.87321 0.39325 1.30611
H -2.57668 -0.14422 1.12872
H -2.04433 -0.72178 -1.34702
H -0.94246 -1.51312 -0.21861
H 3.12982 0.87850 0.39214
H 2.30155 1.66639 -0.84903
H 0.60904 -1.54925 0.72539
N 2.49329 0.78102 -0.38229
N 1.42812 -0.96903 0.70382
S 0.16319 0.18984 -1.44678
*
```

Atom charges from the Löwdin analysis, given in e for atoms 1 to 6:
1. C -0.16
2. C -0.54
3. C -0.81
4. H 0.05
5. H 0.07
6. H 0.08